Here is one molecule with the formula C2H4N2O2S at a distorted geometry from OMol25. Energies are from the ωB97M-V functional and the def2-TZVPD basis.

```
11
Properties=species:S:1:pos:R:3:nbo_charge:R:1
C 0.661 1.799 -0.264 -0.331
C 0.125 0.549 -0.038 -0.130
S -1.576 0.120 -0.409 0.423
N -1.543 -1.266 0.619 -0.931
N 1.165 -0.550 -0.045 0.512
O 2.260 -0.430 0.517 -0.387
O 0.842 -1.543 -0.597 -0.355
H 0.190 2.830 -0.469 0.234
H 1.686 1.842 -0.181 0.216
H -2.479 -1.386 0.927 0.371
H -1.330 -1.966 -0.061 0.380
```

Kohn-Sham gap: 8.819 eV
SMILES string: C=C(SN)[N+](=O)[O-]
Energy above the lowest of the compared OMol25 structures with the same formula, charge and spin: 4.903 eV
Max |F|: 3.9 eV Å⁻¹
Charge: 0
Spin multiplicity: 1
HOMO energy: -9.22 eV



Here is one molecule with the formula C5H12NO2PS at a distorted geometry from OMol25. Energies are from the ωB97M-V functional and the def2-TZVPD basis.

```
22
Properties=species:S:1:pos:R:3:nbo_charge:R:1
C 1.250 1.268 0.041 -0.205
C 1.517 0.080 1.293 0.145
C 2.950 -0.590 0.848 -0.678
C -3.296 -0.947 -0.243 -0.645
C -2.425 0.222 0.143 -0.063
N 0.977 0.818 -1.230 -0.883
O 0.517 -0.692 1.524 -0.517
O -1.427 0.558 -0.871 -0.838
P -0.236 -0.277 -1.497 1.434
S -0.309 -0.784 -3.353 -0.484
H 0.402 2.015 0.379 0.223
H 2.208 1.773 -0.095 0.216
H 1.654 0.949 1.940 0.168
H 3.492 -1.050 1.671 0.224
H 3.631 0.141 0.506 0.196
H 2.857 -1.392 0.024 0.215
H -4.103 -0.770 -1.005 0.228
H -2.593 -1.691 -0.451 0.222
H -3.750 -1.348 0.738 0.221
H -2.045 0.052 1.187 0.214
H -2.918 1.278 0.296 0.195
H 1.646 0.390 -1.847 0.413
```

Kohn-Sham gap (spin up / spin down): 6.468 / 7.441 eV
Energy above the lowest of the compared OMol25 structures with the same formula, charge and spin: 5.150 eV
Max |F|: 3.1 eV Å⁻¹
Charge: 0
Spin multiplicity: 1
HOMO energy (spin up / spin down): -8.18 / -8.86 eV



Here is one molecule with the formula C19H27NOSi at a distorted geometry from OMol25. Energies are from the ωB97M-V functional and the def2-TZVPD basis.

```
49
Properties=species:S:1:pos:R:3:nbo_charge:R:1
C -2.470 -0.066 -0.002 -0.616
C -2.659 1.497 -0.316 -0.207
N -1.536 2.287 0.097 -0.488
C -1.274 3.550 -0.743 -0.201
C -2.471 4.427 -0.806 -0.633
C -1.283 2.246 1.569 -0.241
C 0.040 1.548 1.875 -0.068
O -0.196 0.156 1.630 -0.898
Si 1.044 -0.630 0.818 1.952
C 2.687 0.027 1.213 -1.174
C 0.981 -2.458 1.225 -0.505
C 0.300 -3.435 0.527 -0.186
C 0.567 -4.763 0.747 -0.205
C 1.456 -5.109 1.795 -0.205
C 2.054 -4.136 2.512 -0.223
C 1.780 -2.785 2.306 -0.181
C 0.943 -0.480 -1.093 -0.487
C 1.710 -1.349 -1.817 -0.201
C 1.734 -1.274 -3.234 -0.215
C 1.094 -0.206 -3.871 -0.208
C 0.382 0.710 -3.059 -0.191
C 0.304 0.508 -1.701 -0.234
H -2.278 -0.251 1.006 0.221
H -1.613 -0.484 -0.551 0.211
H -3.380 -0.616 -0.313 0.201
H -3.620 1.836 0.203 0.155
H -2.805 1.694 -1.359 0.197
H -1.051 3.330 -1.779 0.188
H -0.394 4.056 -0.309 0.201
H -2.293 5.398 -1.239 0.216
H -3.371 4.028 -1.340 0.208
H -2.818 4.434 0.215 0.205
H -2.110 1.705 1.992 0.210
H -1.352 3.220 2.019 0.192
H 0.446 1.519 2.950 0.181
H 0.854 1.907 1.281 0.172
H 2.775 0.041 2.273 0.234
H 3.515 -0.381 0.607 0.266
H 2.707 1.016 0.968 0.237
H -0.393 -3.167 -0.192 0.212
H 0.037 -5.538 0.246 0.211
H 1.836 -6.170 1.867 0.214
H 2.656 -4.487 3.374 0.210
H 2.153 -2.043 3.001 0.210
H 1.970 -2.259 -1.319 0.211
H 2.487 -1.816 -3.761 0.208
H 1.203 -0.001 -4.867 0.203
H -0.043 1.595 -3.493 0.199
H -0.310 1.171 -1.151 0.244
```

Kohn-Sham gap: 8.895 eV
SMILES string: CCN(CC)CCO[Si](C)(c1ccccc1)c1ccccc1
Energy above the lowest of the compared OMol25 structures with the same formula, charge and spin: 1.596 eV
Max |F|: 3.7 eV Å⁻¹
Charge: 0
Spin multiplicity: 1
HOMO energy: -8.09 eV



Here is one molecule with the formula C17H21ClIN2O3P at a distorted geometry from OMol25. Energies are from the ωB97M-V functional and the def2-TZVPD basis.

```
46
Properties=species:S:1:pos:R:3:nbo_charge:R:1
C 3.522 0.415 3.733 -0.615
C 4.337 1.372 2.861 -0.389
C 3.512 2.232 1.875 -0.401
C 2.313 1.475 1.339 -0.216
N 1.758 2.123 0.125 -0.602
C 0.570 1.458 -0.241 0.164
C 0.492 0.462 -1.132 -0.498
P 1.967 -0.215 -1.989 1.237
N 2.316 0.896 -3.241 -1.158
O 1.351 -1.481 -2.803 -0.975
C -0.842 -0.130 -1.399 0.541
O -1.177 -0.484 -2.500 -0.535
C -1.741 -0.232 -0.212 -0.040
C -2.609 -1.316 -0.023 0.015
C -2.730 -2.471 -0.986 -0.462
C -3.751 -2.335 -2.156 -0.286
C -3.148 -2.744 -3.507 -0.634
I -4.728 -0.429 -2.286 0.078
C -3.382 -1.343 1.141 -0.173
C -3.307 -0.316 2.066 -0.209
C -2.451 0.765 1.867 0.001
Cl -2.382 1.985 3.088 0.039
C -1.654 0.809 0.725 -0.160
C -0.676 1.903 0.451 0.510
O -0.853 3.042 0.755 -0.462
H 4.144 0.097 4.565 0.214
H 3.252 -0.487 3.191 0.204
H 2.615 0.866 4.128 0.203
H 4.874 2.047 3.525 0.203
H 5.087 0.809 2.313 0.197
H 3.179 3.125 2.390 0.211
H 4.173 2.479 1.046 0.200
H 2.547 0.431 1.125 0.182
H 1.513 1.509 2.076 0.198
H 2.420 2.065 -0.639 0.359
H 3.117 1.459 -2.992 0.392
H 1.533 1.476 -3.523 0.388
H 1.042 -1.222 -3.680 0.502
H -2.929 -3.378 -0.423 0.221
H -1.753 -2.616 -1.436 0.230
H -4.541 -3.049 -1.959 0.214
H -3.428 -3.767 -3.753 0.211
H -3.537 -2.123 -4.305 0.227
H -2.068 -2.681 -3.502 0.221
H -4.056 -2.163 1.329 0.220
H -3.889 -0.318 2.975 0.231
```

Kohn-Sham gap: 7.980 eV
SMILES string: CCCCNC1=C(P(N)O)C(=O)c2c(C[C@H](C)I)ccc(Cl)c2C1=O
Max |F|: 1.0 eV Å⁻¹
Charge: 0
Spin multiplicity: 1
HOMO energy: -8.84 eV



Here is a 2-piece molecular cluster, C5H15NO overall at a distorted geometry from OMol25. Energies are from the ωB97M-V functional and the def2-TZVPD basis.

```
22
Properties=species:S:1:pos:R:3:nbo_charge:R:1
C -1.176 0.834 0.417 -0.263
N 0.081 0.067 0.479 0.017
C 1.052 0.322 -0.578 -0.277
C 2.055 -0.737 -0.940 -0.647
C 0.143 -1.224 1.105 -0.498
C -1.153 2.091 1.321 -0.617
H -1.491 1.094 -0.605 0.244
H -1.932 0.245 0.947 0.249
H 0.384 0.509 -1.478 0.246
H 1.409 1.369 -0.437 0.279
H 2.732 -0.430 -1.736 0.274
H 1.600 -1.720 -1.181 0.228
H 2.678 -0.948 -0.081 0.232
H -0.255 -1.347 2.117 0.276
H -0.342 -2.057 0.571 0.282
H 1.178 -1.576 1.091 0.249
H -0.700 1.913 2.305 0.240
H -2.063 2.684 1.217 0.264
H -0.456 2.800 0.822 0.214
H -1.642 -0.762 -2.228 0.473
H -0.607 -1.550 -1.377 0.445
O -1.495 -1.576 -1.750 -0.911
```

Kohn-Sham gap (spin up / spin down): 12.487 / 8.282 eV
⟨S²⟩: 0.75
Energy above the lowest of the compared OMol25 structures with the same formula, charge and spin: 0.987 eV
Max |F|: 3.1 eV Å⁻¹
Charge: +1
Spin multiplicity: 2
HOMO energy (spin up / spin down): -15.36 / -15.50 eV



Here is C36H55BN3P2SV as an isolated structure at a distorted geometry from OMol25. Energies are from the ωB97M-V functional and the def2-TZVPD basis.

```
99
Properties=species:S:1:pos:R:3:nbo_charge:R:1
V 0.170 0.350 -0.064 1.318
C -0.549 0.982 3.728 -0.611
C 0.033 2.279 3.118 -0.339
C 1.570 2.269 3.127 -0.601
C -0.491 3.462 3.942 -0.622
P -0.549 2.309 1.364 1.018
C -2.385 2.271 1.440 -0.529
N -2.760 1.305 0.425 -0.601
B -1.865 0.359 -0.193 0.333
N -2.650 -0.340 -1.174 -0.589
C -2.135 -1.298 -2.132 -0.531
P -0.343 -0.900 -2.310 1.012
C 0.565 -2.506 -2.559 -0.340
C 0.544 -2.961 -4.021 -0.617
C 2.029 -2.319 -2.120 -0.609
C -0.111 -3.596 -1.707 -0.613
C -0.230 0.265 -3.752 -0.313
C -0.769 -0.310 -5.070 -0.623
C 1.234 0.697 -3.911 -0.612
C -1.076 1.487 -3.368 -0.601
C -3.935 0.161 -1.142 0.121
C -5.056 -0.169 -1.912 -0.227
C -6.215 0.527 -1.667 -0.158
C -6.283 1.536 -0.676 -0.162
C -5.192 1.869 0.090 -0.239
C -4.004 1.171 -0.152 0.197
C 0.004 3.755 0.343 -0.341
C 1.305 3.271 -0.322 -0.567
C 0.249 5.049 1.119 -0.621
C -1.060 4.014 -0.737 -0.616
H 0.094 0.660 4.551 0.242
H -0.640 0.153 3.024 0.193
H -1.541 1.156 4.146 0.239
H 1.926 2.121 4.150 0.253
H 1.983 3.217 2.776 0.229
H 2.002 1.470 2.515 0.186
H -0.354 3.214 4.998 0.250
H -1.560 3.642 3.794 0.220
H 0.050 4.384 3.751 0.235
H -2.801 3.252 1.225 0.259
H -2.719 1.972 2.429 0.252
H -2.643 -1.205 -3.090 0.255
H -2.271 -2.318 -1.783 0.250
H 1.164 -2.330 -4.658 0.224
H -0.464 -3.009 -4.438 0.225
H 0.963 -3.972 -4.061 0.248
H 2.532 -1.524 -2.673 0.226
H 2.578 -3.245 -2.318 0.249
H 2.125 -2.102 -1.056 0.196
H -0.977 -4.021 -2.215 0.243
H -0.462 -3.274 -0.722 0.183
H 0.604 -4.408 -1.551 0.246
H -0.036 -0.921 -5.591 0.236
H -1.015 0.531 -5.723 0.248
H -1.683 -0.895 -4.951 0.215
H 1.872 -0.119 -4.253 0.229
H 1.655 1.100 -2.983 0.192
H 1.293 1.491 -4.661 0.255
H -2.148 1.272 -3.356 0.231
H -0.902 2.272 -4.109 0.253
H -0.798 1.895 -2.393 0.188
H -5.024 -0.951 -2.663 0.237
H -7.104 0.295 -2.241 0.250
H -7.221 2.053 -0.517 0.250
H -5.258 2.637 0.852 0.237
H 2.097 3.047 0.397 0.232
H 1.682 4.028 -1.013 0.273
H 1.135 2.367 -0.946 0.146
H 1.124 4.993 1.768 0.222
H -0.615 5.343 1.714 0.233
H 0.429 5.850 0.397 0.251
H -1.484 3.105 -1.163 0.212
H -0.602 4.581 -1.551 0.247
H -1.884 4.614 -0.350 0.240
N 0.704 -1.145 0.815 -1.177
S 1.584 -1.328 2.254 1.087
C 1.193 -2.952 2.769 -0.219
C 0.505 -3.077 3.972 -0.196
C 0.166 -4.353 4.401 -0.174
C 0.511 -5.455 3.630 -0.128
C 1.203 -5.304 2.425 -0.185
C 1.558 -4.045 1.983 -0.227
C 3.283 -1.391 1.734 -0.190
C 4.160 -2.212 2.432 -0.208
C 5.512 -2.145 2.117 -0.171
C 5.964 -1.269 1.139 -0.136
C 5.073 -0.441 0.465 -0.185
C 3.722 -0.492 0.768 -0.229
H 0.455 -2.062 0.453 0.410
H 0.249 -2.205 4.564 0.242
H -0.362 -4.484 5.337 0.256
H 0.250 -6.449 3.972 0.256
H 1.481 -6.175 1.845 0.252
H 2.132 -3.920 1.071 0.237
H 3.812 -2.894 3.198 0.247
H 6.211 -2.784 2.643 0.257
H 7.020 -1.227 0.902 0.254
H 5.432 0.244 -0.294 0.245
H 3.034 0.156 0.239 0.186
```

Kohn-Sham gap (spin up / spin down): 5.314 / 6.376 eV
⟨S²⟩: 0.82
Energy above the lowest of the compared OMol25 structures with the same formula, charge and spin: 0.095 eV
Max |F|: 1.2 eV Å⁻¹
Charge: +3
Spin multiplicity: 2
HOMO energy (spin up / spin down): -15.49 / -15.67 eV